1.
# C2H5N3OS

A structure of composition C2H5N3OS at a distorted geometry (the ωB97M-V functional and the def2-TZVPD basis, OMol25).

The spin multiplicity is 1. The energy comes out at -716.750999 a.u. Its frontier orbital gap is 9.6 eV. The calculation puts the HOMO energy at -0.3360 Eh. The LUMO energy is 0.49 eV. The value obtained for the energy relative to the best compared isomer or geometry (same formula, charge and spin) is 119.05 kcal/mol.

```
12
C2H5N3OS, DFT the ωB97M-V functional and the def2-TZVPD basis
C -0.87 -0.55 -0.23
C 1.45 -1.14 0.05
H -3.67 0.66 -0.34
H -3.49 -0.68 1.18
H -1.08 -1.57 -0.70
H 2.15 1.42 0.08
H 1.02 -2.26 -0.08
N -3.15 -0.46 -0.04
N -1.88 0.17 0.20
N 0.45 -0.23 -0.12
O 2.70 -0.95 0.12
S 0.76 1.49 -0.02
```

2.
# C4H6BrNS

A structure of composition C4H6BrNS at a distorted geometry (the ωB97M-V functional and the def2-TZVPD basis, OMol25).

The spin multiplicity is 1. The energy comes out at -3182.861008 a.u. Its frontier orbital gap (spin up / spin down) is 7.6 / 7.6 eV. The calculation puts the HOMO energy (spin up / spin down) at -0.2928 / -0.2929 Eh. The LUMO energy (spin up / spin down) is -0.34 / -0.34 eV. The value obtained for the energy relative to the best compared isomer or geometry (same formula, charge and spin) is 68.57 kcal/mol.

```
13
C4H6BrNS, DFT the ωB97M-V functional and the def2-TZVPD basis
C 1.40 -2.34 0.03
C 0.15 -1.82 -0.34
C -1.29 0.20 -0.35
C 0.11 2.57 0.21
N 0.05 -0.45 -0.40
S -1.50 1.92 -0.32
Br -3.00 -0.57 -0.08
H 1.41 -3.39 0.37
H 2.29 -1.66 0.15
H -0.56 -2.53 -0.13
H 0.84 1.72 0.29
H -0.15 3.07 1.15
H 0.26 3.28 -0.57
```

3.
# C7H8N2O

An isolated molecule of C7H8N2O at a distorted geometry (the ωB97M-V functional and the def2-TZVPD basis, OMol25).

Its SMILES is C/C(=N\O)c1ccccn1. The spin multiplicity is 1. The energy comes out at -456.168174 a.u. Its frontier orbital gap is 9.1 eV. The calculation puts the HOMO energy at -0.3262 Eh. The LUMO energy is 0.23 eV. The value obtained for the energy relative to the best compared isomer or geometry (same formula, charge and spin) is 79.11 kcal/mol.

```
18
C7H8N2O, DFT the ωB97M-V functional and the def2-TZVPD basis
C 2.08 1.50 0.17
C 1.30 0.14 0.03
N 1.90 -0.93 -0.21
O 3.31 -0.89 -0.19
C -0.13 0.10 0.00
C -0.77 -1.26 0.00
C -2.21 -1.36 0.08
C -2.99 -0.18 -0.04
C -2.25 1.01 -0.31
N -0.92 1.14 -0.24
H 2.39 2.11 -0.68
H 3.05 1.15 0.61
H 1.64 2.17 1.02
H 3.61 -1.76 -0.55
H -0.32 -2.12 0.27
H -2.82 -2.24 0.41
H -4.11 -0.50 -0.10
H -2.75 1.91 -0.29
```

4.
# C38H33F7O5

A cluster of 6 separate species, C38H33F7O5 in total at a distorted geometry (the ωB97M-V functional and the def2-TZVPD basis, OMol25).

Its SMILES is O=CC[C@@H](CC(=O)F)OC(=O)CC(=O)F.Fc1ccccc1.Fc1ccccc1.Fc1ccccc1.Fc1ccccc1.Fc1ccccc1. The spin multiplicity is 1. The energy comes out at -2542.978065 a.u. Its frontier orbital gap is 9.2 eV. The calculation puts the HOMO energy at -0.3314 Eh. The LUMO energy is 0.15 eV.

```
83
C38H33F7O5, DFT the ωB97M-V functional and the def2-TZVPD basis
O 0.70 2.93 1.63
C -0.14 2.24 0.96
C -1.41 3.03 0.38
C -2.61 2.06 -0.13
C -3.03 0.93 0.93
C -3.79 -0.27 0.12
O -3.30 -0.79 -0.92
F -5.01 -0.81 0.60
O -3.70 2.84 -0.69
C -4.58 3.37 0.29
O -4.27 3.84 1.41
C -6.17 3.30 -0.08
C -6.89 2.26 0.93
O -7.26 1.11 0.59
F -7.17 2.66 2.29
H -0.01 1.10 0.81
H -1.04 3.58 -0.57
H -1.74 3.82 1.13
H -2.15 1.49 -1.03
H -3.66 1.30 1.81
H -2.11 0.41 1.40
H -6.59 4.34 0.21
H -6.34 3.03 -1.17
F -0.42 -1.05 0.24
C 0.18 -1.59 -0.85
C -0.54 -2.44 -1.67
C 0.07 -2.99 -2.79
C 1.40 -2.68 -3.07
C 2.12 -1.83 -2.24
C 1.50 -1.27 -1.12
H -1.57 -2.67 -1.43
H -0.48 -3.65 -3.44
H 1.88 -3.12 -3.94
H 3.15 -1.60 -2.45
H 2.04 -0.60 -0.46
F -7.17 5.71 -0.78
C -8.08 6.69 -0.61
C -9.43 6.37 -0.59
C -10.37 7.38 -0.42
C -9.95 8.70 -0.28
C -8.59 9.01 -0.30
C -7.65 8.00 -0.47
H -9.74 5.34 -0.72
H -11.43 7.14 -0.40
H -10.68 9.49 -0.15
H -8.27 10.04 -0.20
H -6.59 8.22 -0.48
F 1.22 -5.34 -1.21
C 2.23 -5.48 -0.35
C 3.48 -5.84 -0.82
C 4.54 -5.98 0.07
C 4.33 -5.77 1.43
C 3.07 -5.41 1.90
C 2.01 -5.26 1.00
H 3.63 -6.01 -1.89
H 5.53 -6.25 -0.29
H 5.15 -5.88 2.13
H 2.90 -5.25 2.96
H 1.03 -4.98 1.35
F 2.64 -0.82 4.72
C 3.21 0.36 4.44
C 2.48 1.33 3.78
C 3.06 2.55 3.48
C 4.39 2.79 3.85
C 5.12 1.81 4.50
C 4.53 0.59 4.81
H 1.45 1.12 3.49
H 2.49 3.32 2.97
H 4.85 3.75 3.61
H 6.15 2.00 4.78
H 5.08 -0.19 5.33
F 7.97 -6.21 -0.60
C 8.00 -5.83 -1.89
C 7.02 -6.29 -2.76
C 7.04 -5.90 -4.09
C 8.06 -5.06 -4.55
C 9.05 -4.62 -3.68
C 9.01 -5.00 -2.34
H 6.24 -6.94 -2.38
H 6.27 -6.24 -4.77
H 8.08 -4.76 -5.59
H 9.84 -3.97 -4.04
H 9.77 -4.65 -1.64
```

5.
# C5H9ClFN

An isolated molecule of C5H9ClFN at a distorted geometry (the ωB97M-V functional and the def2-TZVPD basis, OMol25).

Its SMILES is C[C@@H]1NC[C@H]1[C@@H](F)Cl. The spin multiplicity is 1. The energy comes out at -810.687096 a.u. Its frontier orbital gap is 10.1 eV. The calculation puts the HOMO energy at -0.3343 Eh. The LUMO energy is 0.97 eV. The value obtained for the energy relative to the best compared isomer or geometry (same formula, charge and spin) is 23.41 kcal/mol.

```
17
C5H9ClFN, DFT the ωB97M-V functional and the def2-TZVPD basis
C 1.65 1.21 -0.29
C 0.71 0.16 0.32
N 1.10 -1.17 0.00
C -0.32 -1.55 -0.18
C -0.59 -0.08 -0.32
C -1.79 0.53 0.29
F -1.98 1.82 -0.09
Cl -3.24 -0.42 -0.12
H 1.73 1.08 -1.39
H 1.28 2.16 -0.06
H 2.66 1.10 0.15
H 0.54 0.36 1.39
H 1.73 -1.68 0.54
H -0.73 -1.99 0.75
H -0.54 -2.19 -1.06
H -0.57 0.12 -1.33
H -1.64 0.53 1.38
```

Copy entry 4 word for word.
# C38H33F7O5

A cluster of 6 separate species, C38H33F7O5 in total at a distorted geometry (the ωB97M-V functional and the def2-TZVPD basis, OMol25).

Its SMILES is O=CC[C@@H](CC(=O)F)OC(=O)CC(=O)F.Fc1ccccc1.Fc1ccccc1.Fc1ccccc1.Fc1ccccc1.Fc1ccccc1. The spin multiplicity is 1. The energy comes out at -2542.978065 a.u. Its frontier orbital gap is 9.2 eV. The calculation puts the HOMO energy at -0.3314 Eh. The LUMO energy is 0.15 eV.

```
83
C38H33F7O5, DFT the ωB97M-V functional and the def2-TZVPD basis
O 0.70 2.93 1.63
C -0.14 2.24 0.96
C -1.41 3.03 0.38
C -2.61 2.06 -0.13
C -3.03 0.93 0.93
C -3.79 -0.27 0.12
O -3.30 -0.79 -0.92
F -5.01 -0.81 0.60
O -3.70 2.84 -0.69
C -4.58 3.37 0.29
O -4.27 3.84 1.41
C -6.17 3.30 -0.08
C -6.89 2.26 0.93
O -7.26 1.11 0.59
F -7.17 2.66 2.29
H -0.01 1.10 0.81
H -1.04 3.58 -0.57
H -1.74 3.82 1.13
H -2.15 1.49 -1.03
H -3.66 1.30 1.81
H -2.11 0.41 1.40
H -6.59 4.34 0.21
H -6.34 3.03 -1.17
F -0.42 -1.05 0.24
C 0.18 -1.59 -0.85
C -0.54 -2.44 -1.67
C 0.07 -2.99 -2.79
C 1.40 -2.68 -3.07
C 2.12 -1.83 -2.24
C 1.50 -1.27 -1.12
H -1.57 -2.67 -1.43
H -0.48 -3.65 -3.44
H 1.88 -3.12 -3.94
H 3.15 -1.60 -2.45
H 2.04 -0.60 -0.46
F -7.17 5.71 -0.78
C -8.08 6.69 -0.61
C -9.43 6.37 -0.59
C -10.37 7.38 -0.42
C -9.95 8.70 -0.28
C -8.59 9.01 -0.30
C -7.65 8.00 -0.47
H -9.74 5.34 -0.72
H -11.43 7.14 -0.40
H -10.68 9.49 -0.15
H -8.27 10.04 -0.20
H -6.59 8.22 -0.48
F 1.22 -5.34 -1.21
C 2.23 -5.48 -0.35
C 3.48 -5.84 -0.82
C 4.54 -5.98 0.07
C 4.33 -5.77 1.43
C 3.07 -5.41 1.90
C 2.01 -5.26 1.00
H 3.63 -6.01 -1.89
H 5.53 -6.25 -0.29
H 5.15 -5.88 2.13
H 2.90 -5.25 2.96
H 1.03 -4.98 1.35
F 2.64 -0.82 4.72
C 3.21 0.36 4.44
C 2.48 1.33 3.78
C 3.06 2.55 3.48
C 4.39 2.79 3.85
C 5.12 1.81 4.50
C 4.53 0.59 4.81
H 1.45 1.12 3.49
H 2.49 3.32 2.97
H 4.85 3.75 3.61
H 6.15 2.00 4.78
H 5.08 -0.19 5.33
F 7.97 -6.21 -0.60
C 8.00 -5.83 -1.89
C 7.02 -6.29 -2.76
C 7.04 -5.90 -4.09
C 8.06 -5.06 -4.55
C 9.05 -4.62 -3.68
C 9.01 -5.00 -2.34
H 6.24 -6.94 -2.38
H 6.27 -6.24 -4.77
H 8.08 -4.76 -5.59
H 9.84 -3.97 -4.04
H 9.77 -4.65 -1.64
```

> The highest energy belongs to which entry?

C7H8N2O

> Look up the energy of the first one.

-716.750999 a.u.

What did the fifth record say?
# C5H9ClFN

An isolated molecule of C5H9ClFN at a distorted geometry (the ωB97M-V functional and the def2-TZVPD basis, OMol25).

Its SMILES is C[C@@H]1NC[C@H]1[C@@H](F)Cl. The spin multiplicity is 1. The energy comes out at -810.687096 a.u. Its frontier orbital gap is 10.1 eV. The calculation puts the HOMO energy at -0.3343 Eh. The LUMO energy is 0.97 eV. The value obtained for the energy relative to the best compared isomer or geometry (same formula, charge and spin) is 23.41 kcal/mol.

```
17
C5H9ClFN, DFT the ωB97M-V functional and the def2-TZVPD basis
C 1.65 1.21 -0.29
C 0.71 0.16 0.32
N 1.10 -1.17 0.00
C -0.32 -1.55 -0.18
C -0.59 -0.08 -0.32
C -1.79 0.53 0.29
F -1.98 1.82 -0.09
Cl -3.24 -0.42 -0.12
H 1.73 1.08 -1.39
H 1.28 2.16 -0.06
H 2.66 1.10 0.15
H 0.54 0.36 1.39
H 1.73 -1.68 0.54
H -0.73 -1.99 0.75
H -0.54 -2.19 -1.06
H -0.57 0.12 -1.33
H -1.64 0.53 1.38
```